1.
49
Properties=species:S:1:pos:R:3 method="wB97M-V/def2-TZVPD" largest_force_ev_per_a=2.295 spin_multiplicity=4 s2=3.766 charge=+2 e_above_lowest_kj_mol=14.16
C -5.307 1.039 -1.888
C -6.214 0.153 -1.036
C -5.810 2.479 -1.808
C -5.383 0.568 -3.338
Cl -3.537 0.947 -1.271
H -6.843 2.559 -2.167
H -5.212 3.157 -2.431
H -5.811 2.856 -0.778
H -7.254 0.202 -1.380
H -6.222 0.463 0.016
H -5.922 -0.904 -1.089
H -6.409 0.624 -3.722
H -5.071 -0.479 -3.446
H -4.770 1.188 -4.004
C 1.186 0.983 2.512
C 0.802 2.220 1.884
C -0.495 2.015 1.254
H 1.368 3.139 1.936
C -0.891 0.640 1.469
C 0.154 0.001 2.238
H 0.157 -1.023 2.574
H 2.099 0.825 3.082
H -1.081 2.776 0.746
H -1.790 0.151 1.103
C 1.721 0.068 -1.658
C 2.639 1.048 -1.125
C 1.907 2.267 -0.903
H 3.701 0.912 -0.947
C 0.548 2.059 -1.353
C 0.424 0.688 -1.797
H -0.475 0.201 -2.154
H 1.969 -0.949 -1.907
H 2.338 3.191 -0.548
H -0.216 2.825 -1.427
Re 0.960 0.754 0.312
C 5.903 -4.127 2.211
C 4.839 -3.164 1.778
C 3.868 -2.731 2.677
C 2.912 -1.810 2.255
N 2.843 -1.334 1.007
C 3.777 -1.756 0.140
C 4.774 -2.678 0.475
H 6.522 -3.723 3.020
H 5.480 -5.064 2.582
H 6.569 -4.370 1.379
H 3.844 -3.088 3.708
H 2.176 -1.453 2.971
H 3.750 -1.358 -0.864
H 5.484 -2.987 -0.290

2.
63
Properties=species:S:1:pos:R:3 method="wB97M-V/def2-TZVPD" largest_force_ev_per_a=3.610 spin_multiplicity=1 e_above_lowest_kj_mol=281.37
O 8.247 11.084 14.222
H 8.256 11.961 14.709
H 7.370 10.995 13.970
O 11.541 17.048 10.476
H 12.209 16.374 10.554
H 11.809 17.787 9.905
O 12.749 12.911 14.209
H 12.810 12.317 14.923
H 11.765 13.026 14.095
O 12.837 9.530 13.656
H 13.307 8.876 13.216
H 11.991 9.504 13.217
O 10.192 9.983 12.638
H 9.743 9.137 12.524
H 9.656 10.528 13.217
O 11.241 10.644 7.646
H 11.549 10.768 8.564
H 10.263 10.495 7.646
O 13.560 12.129 11.634
H 14.286 11.465 11.574
H 13.245 12.114 12.540
O 13.402 8.152 11.167
H 13.069 9.004 10.730
H 13.516 7.625 10.335
O 8.621 13.792 13.609
H 9.114 13.438 12.881
H 8.682 14.763 13.554
O 9.385 13.612 10.141
H 9.125 13.884 9.259
H 10.394 13.660 10.028
O 8.457 7.920 11.979
H 7.663 8.476 11.731
H 8.149 7.280 12.607
O 6.395 9.641 11.704
H 6.856 10.439 11.371
H 5.425 9.655 11.591
O 8.574 9.337 7.936
H 8.951 8.593 8.467
H 8.190 8.943 7.141
O 12.864 7.133 8.548
H 12.633 6.397 8.017
H 13.136 7.833 7.913
O 13.290 9.093 6.858
H 12.583 9.599 7.303
H 12.935 8.760 5.998
O 9.542 7.336 9.389
H 10.509 7.330 9.333
H 9.221 7.355 10.308
O 11.771 10.616 10.302
H 11.116 10.267 10.927
H 12.109 11.446 10.666
O 7.787 11.510 10.440
H 8.528 12.083 10.684
H 8.154 10.983 9.728
O 15.443 10.409 11.601
H 15.067 9.501 11.632
H 16.387 10.439 11.341
O 12.246 13.993 10.232
H 12.480 13.641 9.302
H 12.819 13.349 10.739
O 12.271 13.084 7.536
H 11.805 12.218 7.465
H 11.788 13.511 6.840

3.
16
Properties=species:S:1:pos:R:3 method="wB97M-V/def2-TZVPD" largest_force_ev_per_a=3.482 smiles="CC(C)=[S@@](C)(=O)[O-]" spin_multiplicity=1 charge=-1 e_above_lowest_kj_mol=352.08
C 1.566 0.486 1.038
C 0.122 0.289 0.627
C -0.675 1.608 0.617
S 0.009 -0.306 -0.995
C -1.002 -1.940 -0.802
O -0.817 0.469 -1.982
O 1.244 -0.889 -1.531
H 1.549 0.894 2.106
H 1.987 -0.504 0.908
H 2.288 1.052 0.481
H -0.143 2.486 0.955
H -1.662 1.603 1.215
H -0.931 1.807 -0.421
H -1.882 -1.897 -0.200
H -1.345 -2.512 -1.664
H -0.309 -2.646 -0.351

4.
61
Properties=species:S:1:pos:R:3 method="wB97M-V/def2-TZVPD" largest_force_ev_per_a=7.391 spin_multiplicity=8 s2=15.854 total_energy_ev=-52862.047
C 2.377 -0.224 2.249
C 2.419 -0.926 1.023
C 2.056 -0.034 -0.011
H 2.668 -1.965 0.903
C 1.823 1.227 0.576
C 2.024 1.110 1.962
H 1.485 2.108 0.062
C -1.105 -1.827 2.620
C -0.008 -2.544 2.115
C -0.103 -2.548 0.706
H 0.784 -2.986 2.696
C -1.252 -1.827 0.318
C -1.869 -1.387 1.519
H 1.991 -0.263 -1.061
H 1.852 1.888 2.686
H 2.592 -0.631 3.223
H -2.752 -0.779 1.590
H 0.604 -3.002 0.036
H -1.309 -1.616 3.656
Gd 0.193 -0.299 1.391
C -1.783 -1.619 -1.084
C -3.291 -1.890 -1.064
C -1.101 -2.569 -2.064
H -3.486 -2.900 -0.707
H -3.709 -1.781 -2.059
H -3.804 -1.199 -0.397
H -1.291 -3.607 -1.796
H -0.022 -2.414 -2.073
H -1.480 -2.404 -3.066
C -1.486 -0.162 -1.466
C -2.024 0.360 -2.780
H -0.401 -0.022 -1.472
H -1.843 0.499 -0.677
O -2.931 -0.155 -3.426
N -1.423 1.502 -3.225
C -0.236 2.133 -2.693
H -1.747 1.797 -4.132
C 1.081 1.555 -3.159
C 2.263 2.179 -2.763
H 2.217 3.050 -2.121
C 3.493 1.688 -3.169
H 4.400 2.185 -2.852
C 3.562 0.556 -3.971
H 4.522 0.168 -4.284
C 2.392 -0.076 -4.361
H 2.435 -0.960 -4.984
C 1.159 0.423 -3.959
H 0.251 -0.072 -4.277
H -0.264 2.107 -1.605
H -0.277 3.188 -2.963
C 0.104 2.096 4.910
C -0.624 1.020 4.089
C -2.037 0.852 4.654
O -0.716 1.363 2.723
H -0.410 3.076 4.815
H 1.159 2.220 4.618
H 0.120 1.803 5.982
H -0.046 0.081 4.197
H -2.586 1.817 4.601
H -2.621 0.106 4.086
H -1.990 0.529 5.718

5.
20
Properties=species:S:1:pos:R:3 method="wB97M-V/def2-TZVPD" largest_force_ev_per_a=1.925 spin_multiplicity=1 e_above_lowest_kj_mol=241.97
C -4.017 -1.772 -3.185
C 3.630 1.469 1.859
C 2.453 0.556 1.989
C 2.698 1.279 0.702
C -2.898 -2.664 -3.047
N -1.735 -0.482 1.391
N -1.175 1.871 0.689
N -4.920 -1.078 -3.279
S -0.617 0.463 0.969
H 2.048 2.097 0.431
H 3.607 2.409 2.387
H 4.616 1.034 1.804
H 2.632 -0.508 2.013
H 1.631 0.867 2.616
H 3.049 0.708 -0.143
H -3.257 -3.649 -2.753
H -2.369 -2.740 -3.996
H -2.223 -2.283 -2.282
H -2.675 -0.114 1.447
H -0.477 2.536 0.389

6.
23
Properties=species:S:1:pos:R:3 method="wB97M-V/def2-TZVPD" largest_force_ev_per_a=6.008 smiles="O=c1cc[nH]c(=O)[nH]1.c1ccncc1" spin_multiplicity=1 e_above_lowest_kj_mol=496.09
O 0.469 2.566 -0.101
C 0.844 1.448 -0.426
C 0.154 0.354 -1.035
C 0.753 -0.782 -1.066
N 1.833 -1.181 -0.289
C 2.659 -0.252 0.270
O 3.668 -0.422 0.894
N 2.186 1.009 -0.237
H -0.784 0.591 -1.670
H 0.287 -1.580 -1.569
H 2.534 -2.034 -0.343
H 2.551 1.838 0.286
C -2.439 0.550 0.091
C -1.546 0.941 0.993
C -0.604 0.056 1.540
N -0.357 -1.156 1.130
C -1.211 -1.393 0.097
C -2.489 -0.788 -0.294
H -3.171 1.283 -0.388
H -1.493 1.955 1.506
H 0.013 0.500 2.184
H -0.782 -2.353 -0.444
H -3.075 -1.149 -1.126

7.
17
Properties=species:S:1:pos:R:3 method="wB97M-V/def2-TZVPD" largest_force_ev_per_a=3.517 smiles="CCCNC=[NH2+]" spin_multiplicity=1 charge=+1 e_above_lowest_kj_mol=205.56
C -1.920 0.459 -0.865
C -0.652 1.269 -0.690
C 0.126 1.083 0.633
N 0.485 -0.330 1.023
C 1.480 -0.918 0.412
N 1.699 -2.201 0.194
H -2.582 0.654 -1.797
H -1.754 -0.629 -0.800
H -2.641 0.588 -0.030
H -0.060 0.814 -1.529
H -0.745 2.333 -0.870
H 1.021 1.611 0.471
H -0.636 1.473 1.480
H 0.251 -0.554 2.016
H 2.303 -0.156 0.229
H 2.403 -2.454 -0.495
H 1.223 -3.041 0.619

8.
87
Properties=species:S:1:pos:R:3 method="wB97M-V/def2-TZVPD" largest_force_ev_per_a=2.146 spin_multiplicity=3 s2=2.012 e_above_lowest_kj_mol=61.19
V 0.230 0.656 0.666
O 1.742 -2.727 2.126
C 1.248 -1.648 1.949
O 1.072 -1.033 0.798
C 0.701 -0.788 3.085
C 0.664 -1.060 4.430
C 0.121 -0.096 5.276
C -0.383 1.098 4.762
C -0.327 1.285 3.404
N 0.219 0.360 2.619
C -0.828 2.466 2.573
O -1.221 3.493 3.063
O -0.735 2.183 1.293
H 1.036 -2.010 4.794
H 0.085 -0.278 6.343
H -0.817 1.865 5.392
B -3.702 -1.617 1.400
C -2.427 -0.851 0.883
N -1.460 -0.299 0.581
H -4.644 -0.847 1.393
H -3.887 -2.600 0.706
H -3.391 -1.950 2.538
C 2.040 4.449 0.413
C 2.073 3.156 1.154
C 2.488 3.170 2.583
O 1.746 2.124 0.579
H 3.032 4.907 0.408
H 1.358 5.124 0.937
H 1.683 4.291 -0.600
H 1.745 3.738 3.157
H 3.445 3.689 2.679
H 2.574 2.160 2.966
C 4.990 -1.608 2.071
C 4.525 -1.384 0.617
C 4.047 0.057 0.627
O 3.454 0.215 1.925
C 4.367 -0.422 2.830
H 6.076 -1.589 2.156
H 4.624 -2.558 2.458
H 3.675 -2.025 0.392
H 5.304 -1.558 -0.125
H 3.304 0.267 -0.132
H 4.886 0.759 0.528
H 3.805 -0.719 3.715
H 5.141 0.292 3.125
C -2.666 4.087 -0.251
O -2.623 2.807 -0.910
C -1.543 2.516 -1.597
O -0.539 3.194 -1.650
C -1.539 1.126 -2.198
C -2.521 0.588 -2.914
As -2.591 -1.262 -3.612
C -4.000 -1.960 -2.443
C -1.094 -2.103 -2.637
C 0.010 -1.490 -2.229
As 0.271 0.394 -1.873
C 1.020 0.991 -3.552
C 1.324 -2.153 -1.948
O 2.331 -1.488 -1.849
O 1.290 -3.474 -1.893
C 2.539 -4.152 -1.637
C -1.235 -3.607 -2.814
O -1.416 -4.049 -3.915
O -1.278 -4.413 -1.755
C -1.141 -3.940 -0.396
C -3.672 1.442 -3.419
O -3.696 2.639 -3.493
O -4.655 0.662 -3.899
C -5.790 1.349 -4.455
H -3.695 4.423 -0.325
H -1.997 4.787 -0.737
H -2.377 3.952 0.788
H -4.965 -1.663 -2.842
H -3.890 -1.597 -1.426
H -3.931 -3.048 -2.454
H 0.395 0.602 -4.343
H 2.028 0.601 -3.637
H 1.029 2.074 -3.563
H 2.434 -5.139 -2.070
H 2.689 -4.216 -0.561
H 3.364 -3.614 -2.091
H -0.235 -4.368 0.023
H -2.008 -4.287 0.154
H -1.091 -2.860 -0.339
H -6.295 0.628 -5.089
H -5.468 2.211 -5.029
H -6.449 1.675 -3.655

9.
26
Properties=species:S:1:pos:R:3 method="wB97M-V/def2-TZVPD" largest_force_ev_per_a=6.897 spin_multiplicity=3 s2=2.006 charge=+1 e_above_lowest_kj_mol=0.00
C -4.151 1.283 -0.999
C 3.322 -2.284 -1.131
C 2.650 1.509 1.030
C -2.819 1.301 -0.115
C 3.442 -1.193 -0.061
C -2.533 -0.104 0.280
N -3.057 -0.629 1.327
P 2.052 0.039 0.128
S 0.202 -0.511 0.933
H -4.855 1.967 -0.517
H -3.880 1.501 -2.034
H -4.669 0.234 -0.807
H 4.311 -2.836 -1.115
H 2.558 -3.018 -0.990
H 3.130 -1.812 -2.188
H 3.293 1.000 1.747
H 1.844 1.940 1.555
H 3.199 2.221 0.351
H -3.052 1.878 0.753
H -1.990 1.773 -0.596
H 4.397 -0.828 -0.275
H 3.427 -1.518 0.958
H -2.113 -0.740 -0.597
H 1.626 0.508 -1.161
H -3.051 -1.689 1.489
H -3.283 0.005 2.034

10.
63
Properties=species:S:1:pos:R:3 method="wB97M-V/def2-TZVPD" largest_force_ev_per_a=1.526 spin_multiplicity=1 e_above_lowest_kj_mol=202.34
Rh -0.303 -1.264 0.147
F -2.998 -5.400 -0.308
C -3.577 -4.232 -0.567
F -4.824 -4.433 -0.959
F -3.596 -3.510 0.570
S -2.604 -3.317 -1.830
O -1.426 -2.920 -1.065
O -2.381 -4.244 -2.890
N -3.567 -2.164 -2.237
S -3.501 -0.663 -1.784
O -2.633 -0.407 -0.641
O -3.437 0.238 -2.887
C -5.164 -0.434 -1.042
F -5.302 0.850 -0.730
F -6.145 -0.805 -1.848
F -5.235 -1.155 0.092
Se 1.000 -0.071 1.732
C 2.762 -0.182 0.991
C 3.208 0.780 0.088
C 4.497 0.697 -0.430
C 5.342 -0.338 -0.044
C 4.896 -1.298 0.857
C 3.609 -1.221 1.376
H 2.542 1.584 -0.199
H 4.845 1.446 -1.133
H 6.350 -0.395 -0.440
H 5.554 -2.104 1.160
H 3.256 -1.963 2.081
I 0.178 -3.928 1.621
C 1.022 -3.770 -0.284
C 1.220 -4.888 -1.068
C 1.737 -4.685 -2.338
C 2.073 -3.401 -2.740
C 1.855 -2.350 -1.876
N 1.312 -2.525 -0.663
H 0.970 -5.872 -0.702
H 1.878 -5.527 -3.003
H 2.501 -3.213 -3.714
H 2.113 -1.330 -2.133
S -2.456 5.341 -0.688
C -1.442 4.038 -0.769
S -1.709 2.698 -1.824
C -0.340 1.846 -1.125
N 0.248 2.519 -0.213
N -0.338 3.735 -0.006
C 0.297 4.563 0.984
C 0.427 5.932 0.809
C 1.085 6.676 1.778
C 1.617 6.060 2.904
C 1.489 4.687 3.061
C 0.827 3.934 2.102
S 0.166 0.250 -1.669
H 0.036 6.410 -0.075
H 1.194 7.746 1.643
H 2.142 6.647 3.648
H 1.907 4.194 3.931
H 0.723 2.860 2.202
N -2.145 0.467 2.046
N -1.969 -0.954 1.898
H -2.922 0.669 2.663
H -2.380 0.830 1.132
H -2.827 -1.420 1.620
H -1.657 -1.310 2.789

11.
14
Properties=species:S:1:pos:R:3 method="wB97M-V/def2-TZVPD" largest_force_ev_per_a=3.018 spin_multiplicity=1 e_above_lowest_kj_mol=184.36
C -0.322 1.133 0.812
C 2.351 -0.577 -0.652
C 1.697 0.503 -0.202
O -2.758 -0.392 1.305
O -2.202 -1.886 -0.737
O 0.673 0.163 0.609
S -1.403 1.158 -0.676
S -2.804 -0.352 -0.125
H 0.173 2.090 1.067
H -0.939 0.878 1.585
H 3.136 -0.554 -1.356
H 2.089 -1.573 -0.521
H 1.596 1.493 -0.588
H -1.288 -2.086 -0.520

Copy entry 2 word for word.
63
Properties=species:S:1:pos:R:3 method="wB97M-V/def2-TZVPD" largest_force_ev_per_a=3.610 spin_multiplicity=1 e_above_lowest_kj_mol=281.37
O 8.247 11.084 14.222
H 8.256 11.961 14.709
H 7.370 10.995 13.970
O 11.541 17.048 10.476
H 12.209 16.374 10.554
H 11.809 17.787 9.905
O 12.749 12.911 14.209
H 12.810 12.317 14.923
H 11.765 13.026 14.095
O 12.837 9.530 13.656
H 13.307 8.876 13.216
H 11.991 9.504 13.217
O 10.192 9.983 12.638
H 9.743 9.137 12.524
H 9.656 10.528 13.217
O 11.241 10.644 7.646
H 11.549 10.768 8.564
H 10.263 10.495 7.646
O 13.560 12.129 11.634
H 14.286 11.465 11.574
H 13.245 12.114 12.540
O 13.402 8.152 11.167
H 13.069 9.004 10.730
H 13.516 7.625 10.335
O 8.621 13.792 13.609
H 9.114 13.438 12.881
H 8.682 14.763 13.554
O 9.385 13.612 10.141
H 9.125 13.884 9.259
H 10.394 13.660 10.028
O 8.457 7.920 11.979
H 7.663 8.476 11.731
H 8.149 7.280 12.607
O 6.395 9.641 11.704
H 6.856 10.439 11.371
H 5.425 9.655 11.591
O 8.574 9.337 7.936
H 8.951 8.593 8.467
H 8.190 8.943 7.141
O 12.864 7.133 8.548
H 12.633 6.397 8.017
H 13.136 7.833 7.913
O 13.290 9.093 6.858
H 12.583 9.599 7.303
H 12.935 8.760 5.998
O 9.542 7.336 9.389
H 10.509 7.330 9.333
H 9.221 7.355 10.308
O 11.771 10.616 10.302
H 11.116 10.267 10.927
H 12.109 11.446 10.666
O 7.787 11.510 10.440
H 8.528 12.083 10.684
H 8.154 10.983 9.728
O 15.443 10.409 11.601
H 15.067 9.501 11.632
H 16.387 10.439 11.341
O 12.246 13.993 10.232
H 12.480 13.641 9.302
H 12.819 13.349 10.739
O 12.271 13.084 7.536
H 11.805 12.218 7.465
H 11.788 13.511 6.840